Entry 1:
61
Properties=species:S:1:pos:R:3 method="wB97M-V/def2-TZVPD" total_charge=+1 multiplicity=1 homo_ev=-12.8724
N 0.979 -1.343 1.125
C 1.132 -0.627 -0.001
N 2.285 -0.818 -0.751
N 0.213 0.246 -0.430
C -0.967 0.501 0.417
C -1.984 -0.648 0.499
C -2.013 -1.531 -0.735
Cl -2.652 -3.149 -0.267
H 1.861 -1.783 1.359
H 0.608 -0.823 1.928
H 3.087 -0.305 -0.438
H 2.323 -1.462 -1.532
H -0.047 0.086 -1.407
H -0.664 0.839 1.400
H -1.471 1.345 -0.040
H -1.720 -1.298 1.326
H -2.978 -0.286 0.725
H -1.039 -1.737 -1.150
H -2.688 -1.167 -1.491
O -1.350 2.787 2.718
H -0.877 2.831 3.557
H -1.808 3.634 2.658
O 1.828 -3.332 -2.572
H 2.661 -3.813 -2.651
H 1.341 -3.819 -1.898
O -3.225 1.250 4.604
H -2.789 1.630 5.371
H -2.777 1.644 3.842
O 5.333 -1.178 -1.644
H 4.452 -1.050 -1.288
H 5.510 -0.389 -2.168
O 0.297 3.662 -0.905
H 0.739 4.126 -0.185
H 0.278 2.741 -0.630
O 0.443 -0.851 4.126
H 0.118 -0.426 4.926
H 0.026 -1.721 4.147
O 2.495 1.082 -3.568
H 2.498 0.476 -2.824
H 3.142 1.759 -3.326
O -4.769 -4.764 1.869
H -4.277 -4.449 2.636
H -4.295 -4.393 1.117
O -1.604 0.876 -2.762
H -2.001 0.529 -3.569
H -0.944 1.503 -3.083
O 2.758 2.200 -6.254
H 3.580 1.713 -6.357
H 2.288 1.727 -5.557
O -2.967 -5.887 4.343
H -3.471 -6.454 3.748
H -2.121 -6.332 4.440
O 4.679 2.761 -2.091
H 4.885 2.931 -1.167
H 5.509 2.925 -2.554
O 2.357 4.547 -2.859
H 3.192 4.081 -2.969
H 1.886 4.054 -2.176
O -5.919 2.138 3.598
H -6.373 1.513 3.027
H -5.030 1.780 3.710

Entry 2:
42
Properties=species:S:1:pos:R:3 method="wB97M-V/def2-TZVPD" multiplicity=1 homo_ev=-10.5159 de_lowest_kj_mol=131.6
O -2.232 1.400 0.215
H -2.107 2.152 -0.350
H -2.650 0.738 -0.347
O -0.822 -2.158 -2.684
H -1.691 -2.490 -2.748
H -0.869 -1.498 -1.988
O -2.843 -2.834 0.222
H -2.106 -2.387 0.616
H -2.812 -3.655 0.641
O 3.744 2.436 -0.746
H 4.451 1.972 -0.301
H 2.955 1.877 -0.619
O 1.544 -2.609 -0.140
H 2.037 -2.411 -0.883
H 1.053 -1.799 -0.109
O -0.096 -0.456 -0.116
H -0.801 0.037 0.329
H 0.580 0.229 -0.261
O -0.401 2.511 2.372
H -1.010 3.044 1.845
H -0.779 1.616 2.399
O -0.602 -2.928 2.074
H 0.122 -2.458 1.608
H -0.407 -3.819 1.845
O 2.469 -0.267 -1.594
H 3.342 -0.312 -1.246
H 2.637 -0.973 -2.234
O 0.914 2.112 -0.122
H 0.434 2.534 0.563
H 0.700 2.488 -0.970
O 0.402 2.653 -2.623
H 1.268 2.295 -2.877
H -0.154 1.861 -2.625
O -0.745 -0.026 3.000
H -0.549 -0.039 3.933
H -0.784 -0.917 2.740
O 2.419 1.120 1.887
H 1.732 1.332 1.289
H 2.073 1.472 2.713
O -3.179 -0.416 -1.405
H -3.672 -0.203 -2.219
H -3.546 -1.232 -1.098

Entry 3:
52
Properties=species:S:1:pos:R:3 method="wB97M-V/def2-TZVPD" total_charge=+2 multiplicity=5 homo_ev="-14.5691 / -14.5715"
Pm -0.304 -1.176 -0.159
P -2.259 0.925 0.783
C -2.564 1.050 -1.057
C -1.431 1.616 -1.839
N -0.216 1.020 -1.711
C 0.809 1.473 -2.466
C 0.679 2.554 -3.347
C -0.555 3.166 -3.488
C -1.617 2.685 -2.706
C 2.191 0.808 -2.336
P 2.135 -0.899 -1.593
H -2.623 3.126 -2.801
H 1.560 2.878 -3.902
H -0.687 3.998 -4.187
H 2.679 0.750 -3.315
H 2.829 1.407 -1.677
H -2.646 -0.160 -1.331
H -3.457 1.581 -1.166
H -1.117 -3.049 -1.369
O -2.132 -1.520 -1.383
H -2.463 -1.894 -2.204
H 0.022 -2.918 0.523
O -0.275 -3.371 -1.280
H -0.175 -4.297 -1.239
C 2.023 -1.874 -3.138
H 2.957 -1.770 -3.705
H 1.874 -2.934 -2.889
H 1.184 -1.529 -3.753
C 3.884 -1.129 -1.150
H 3.957 -2.032 -0.529
H 4.516 -1.258 -2.037
H 4.245 -0.277 -0.561
C -2.083 2.676 1.277
H -3.063 3.162 1.350
H -1.593 2.724 2.267
H -1.452 3.222 0.562
C -3.954 0.598 1.385
H -3.890 0.191 2.406
H -4.556 1.511 1.407
H -4.443 -0.156 0.746
F 1.668 0.701 6.465
C 1.347 -0.080 5.408
C 0.995 -1.411 5.636
F 0.962 -1.932 6.884
C 0.657 -2.216 4.544
F 0.295 -3.501 4.724
C 0.685 -1.686 3.232
S 0.201 -2.853 1.862
C 1.058 -0.355 3.059
F 1.086 0.207 1.762
C 1.375 0.466 4.121
F 1.684 1.780 3.915

Entry 4:
9
Properties=species:S:1:pos:R:3 method="wB97M-V/def2-TZVPD" total_charge=-1 multiplicity=1 homo_ev=-2.3830 de_lowest_kj_mol=220.7
C 0.739 -2.065 2.824
C -0.068 -0.400 -0.320
O 0.212 -1.761 3.780
O 1.505 -2.608 2.194
S 0.915 -0.460 -1.781
S -0.621 1.277 0.102
Br -1.699 -1.593 -0.777
H 0.862 -1.824 -1.957
H -0.802 1.013 1.408

Entry 5:
86
Properties=species:S:1:pos:R:3 method="wB97M-V/def2-TZVPD" multiplicity=2 homo_ev="-7.2082 / -7.2095" de_lowest_kj_mol=31.1
V 0.316 0.004 0.164
C 1.924 -1.106 1.380
C 2.084 -1.407 0.001
C 2.396 -0.143 -0.640
Si 1.901 -3.190 -0.633
C 2.350 0.885 0.333
C 2.005 0.294 1.612
Si 1.663 1.022 3.324
H 1.828 -1.853 2.165
H 2.716 -0.041 -1.673
H 2.618 1.927 0.192
Cl -3.232 1.525 -3.067
C 1.728 -0.296 4.636
C 2.846 2.415 3.665
C 1.898 -4.398 0.781
C 3.238 -3.564 -1.866
H 3.849 2.126 3.323
H 2.877 2.562 4.754
H 2.566 3.363 3.190
H 0.946 -1.055 4.505
H 1.595 0.187 5.613
H 2.710 -0.786 4.621
H 4.177 -3.104 -1.530
H 3.015 -3.219 -2.883
H 3.373 -4.654 -1.886
H 2.810 -4.274 1.378
H 1.899 -5.412 0.357
H 1.024 -4.288 1.434
C -0.126 1.649 3.227
C 0.182 -3.279 -1.449
P -0.547 2.029 1.505
H -0.248 2.529 3.879
H -0.804 0.857 3.585
P -0.257 -1.619 -1.995
H -0.556 -3.608 -0.697
H 0.180 -4.001 -2.280
C -2.031 -1.658 -2.521
C 0.809 -1.296 -3.512
C 0.385 3.632 1.153
C -2.343 2.490 1.478
C -3.206 1.301 1.037
H -2.401 3.266 0.695
C -2.849 3.072 2.806
H -2.701 2.364 3.632
H -3.926 3.259 2.710
H -2.370 4.022 3.067
H -3.271 1.253 -0.058
H -4.224 1.428 1.429
H -2.818 0.339 1.411
H 1.417 3.395 1.460
C -0.118 4.814 1.987
C 0.388 4.008 -0.330
H -0.105 4.626 3.068
H -1.132 5.107 1.685
H 0.538 5.675 1.795
H 0.899 3.272 -0.959
H 0.920 4.963 -0.445
H -0.631 4.152 -0.713
H 1.832 -1.353 -3.104
C 0.588 0.119 -4.063
C 0.690 -2.342 -4.625
H 0.641 -3.377 -4.265
H 1.579 -2.260 -5.268
H -0.182 -2.142 -5.259
H 1.107 0.878 -3.466
H -0.478 0.388 -4.114
H 1.005 0.169 -5.078
C -2.975 -1.716 -1.304
C -2.349 -2.754 -3.538
H -2.184 -0.666 -2.995
H -1.940 -3.726 -3.231
H -1.983 -2.505 -4.540
H -3.441 -2.850 -3.609
H -2.452 -1.750 -0.335
H -3.628 -2.596 -1.381
H -3.607 -0.819 -1.320
C -0.571 1.135 -0.991
H -1.390 0.429 -1.243
H 0.148 1.171 -1.833
H -1.073 2.105 -0.985
B -1.010 -3.054 3.053
C -0.887 -1.958 2.020
N -0.745 -1.110 1.209
H -1.857 -2.703 3.855
H 0.078 -3.191 3.590
H -1.331 -4.072 2.460

no.,largest force on an atom (hartree/bohr)
1,0.0430
2,0.0577
3,0.1237
4,0.0907
5,0.0843